C4H5NO | ωB97M-V with the def2-TZVPD basis set

The value obtained for the energy relative to the best compared isomer or geometry (same formula, charge and spin) is 131.56 kcal per mole. The value obtained for the strongest force on any atom is 0.1237 hartree/bohr. The calculation puts the total energy at -7760.8213 eV. The LUMO energy is 0.01 eV.

Cartesian coordinates (Å):
C1 -2.62 -0.67 0.19
C2 -1.40 -0.53 -0.04
C3 -0.03 -0.40 -0.15
C4 0.38 1.07 -0.08
N1 0.88 -1.26 -0.19
O1 2.20 -0.63 0.15
H1 -3.70 -0.55 -0.16
H2 0.82 1.68 0.88
H3 -0.61 1.36 -0.21
H4 1.31 1.31 -0.70
H5 2.75 -1.36 0.30